Molecular formula: C20H23N3O3S2
Method: DFT, the ωB97M-V functional and the def2-TZVPD basis

Each line ends with the Mulliken charge.
Cartesian coordinates (Å):
C  -2.687  0.576  -4.923  -1.238
C  -1.335  -0.034  -4.573  -0.305
C  -1.501  -1.360  -3.827  -0.059
S  0.108  -2.197  -3.620  -0.267
C  0.826  -1.092  -2.457  0.854
C  2.206  -0.939  -2.413  -0.610
C  2.785  -0.090  -1.487  -0.374
C  1.969  0.607  -0.616  -0.457
S  2.673  1.716  0.597  1.442
O  2.040  2.998  0.504  -0.750
O  4.104  1.645  0.517  -0.763
N  2.104  1.001  1.991  0.320
C  1.764  1.835  3.121  -0.868
C  0.947  0.960  4.103  -0.906
N  0.504  -0.265  3.478  -0.063
C  -0.630  -0.264  2.675  1.022
C  -1.333  0.903  2.360  -0.652
C  -2.501  0.853  1.621  -0.434
C  -3.003  -0.356  1.164  -0.975
C  -2.323  -1.524  1.485  -0.269
C  -1.161  -1.481  2.227  -0.429
C  1.635  -1.094  3.112  -0.877
C  2.708  -0.250  2.370  -0.586
C  0.598  0.464  -0.638  -0.629
C  0.005  -0.398  -1.555  -0.488
N  -1.367  -0.594  -1.519  0.322
C  -2.154  -1.160  -2.474  0.173
O  -3.314  -1.426  -2.257  -0.637
H  -3.247  -0.088  -5.578  0.326
H  -2.546  1.526  -5.433  0.382
H  -3.279  0.747  -4.027  0.316
H  -0.760  0.662  -3.957  0.251
H  -0.767  -0.222  -5.487  0.382
H  -2.115  -2.048  -4.411  0.451
H  2.813  -1.496  -3.110  0.442
H  3.852  0.049  -1.431  0.549
H  2.665  2.228  3.614  0.428
H  1.195  2.677  2.726  0.445
H  0.089  1.499  4.501  0.457
H  1.581  0.669  4.946  0.353
H  -0.971  1.866  2.680  0.310
H  -3.019  1.773  1.391  0.358
H  -3.916  -0.396  0.590  0.366
H  -2.711  -2.476  1.154  0.408
H  -0.677  -2.409  2.490  0.535
H  1.300  -1.906  2.471  0.325
H  2.065  -1.524  4.023  0.335
H  3.588  -0.080  3.007  0.285
H  3.040  -0.746  1.457  0.367
H  -0.005  1.014  0.067  0.647
H  -1.843  -0.354  -0.649  -0.216

## Properties
SMILES ... CC[C@H]1Sc2ccc(S(=O)(=O)N3CCN(c4ccccc4)CC3)cc2NC1=O
ΔE to the lowest compared entry with this formula, charge and spin ... 19.6 kcal per mole
HOMO-LUMO gap ... 8.60 eV
Net charge ... 0
Molar mass ... 417.6 u



Molecular formula: C34H37FN8O4SSr
Method: DFT, the ωB97M-V functional and the def2-TZVPD basis

Each line ends with the Mulliken charge.
Cartesian coordinates (Å):
Sr  0.384  1.681  2.587  1.726
C  2.645  5.030  3.446  -0.393
C  1.384  5.002  2.820  -0.643
C  1.495  4.190  1.675  -1.014
C  2.808  3.677  1.615  -0.397
C  3.516  4.200  2.717  -0.712
H  2.898  5.594  4.335  0.421
H  0.496  5.524  3.147  0.408
H  0.709  4.011  0.950  0.776
H  3.204  3.011  0.859  0.386
H  4.561  4.023  2.940  0.502
C  -4.485  -0.510  -3.467  -1.022
C  -3.894  0.893  -3.506  -1.021
N  -2.751  1.045  -2.615  0.195
C  -2.955  1.553  -1.368  -0.037
C  -2.030  1.694  -0.389  -0.346
C  -2.576  2.299  0.929  -0.210
O  -3.784  2.550  0.934  -0.860
O  -1.738  2.457  1.847  -0.600
C  -0.679  1.269  -0.650  1.469
O  0.291  1.300  0.105  -0.742
C  -0.461  0.712  -2.010  0.794
C  0.828  0.288  -2.336  -0.440
C  1.078  -0.235  -3.574  0.204
F  2.340  -0.602  -3.909  -0.359
C  0.067  -0.395  -4.517  -1.729
C  -1.216  0.020  -4.200  -0.676
C  -1.492  0.600  -2.956  0.243
N  0.281  -0.964  -5.814  0.499
C  1.231  -2.056  -5.952  -0.677
C  0.993  -2.706  -7.335  -0.641
N  -0.325  -2.210  -7.848  -0.154
C  -0.258  -0.743  -8.158  -0.767
C  0.377  -0.044  -6.935  -0.555
H  -5.340  -0.581  -4.141  0.378
H  -4.825  -0.742  -2.458  0.333
H  -3.752  -1.265  -3.753  0.294
H  -4.641  1.618  -3.188  0.493
H  -3.598  1.179  -4.517  0.403
H  -3.963  1.877  -1.133  0.557
H  1.609  0.398  -1.594  0.693
H  -1.998  -0.141  -4.930  0.394
H  1.055  -2.770  -5.150  0.486
H  2.276  -1.743  -5.892  0.444
H  0.964  -3.792  -7.287  0.357
H  1.740  -2.408  -8.068  0.338
H  -1.003  -2.324  -7.089  0.380
H  -0.639  -2.741  -8.659  0.304
H  -1.277  -0.408  -8.345  0.394
H  0.328  -0.629  -9.067  0.376
H  -0.167  0.868  -6.705  0.467
H  1.415  0.238  -7.152  0.327
O  1.982  -0.059  2.904  0.017
C  2.160  -1.296  2.646  -0.066
C  3.468  -1.810  2.400  -0.828
C  3.700  -3.132  2.111  -0.388
C  2.642  -4.043  2.040  -0.860
C  1.363  -3.585  2.277  -0.782
C  1.088  -2.247  2.590  0.504
C  -0.290  -1.847  2.860  -0.401
N  -0.840  -0.641  2.825  0.891
C  -2.176  -0.801  3.105  -0.906
C  -2.453  -2.109  3.337  -0.874
N  -1.251  -2.764  3.180  -0.004
H  4.283  -1.097  2.451  0.383
H  4.715  -3.468  1.931  0.393
H  2.818  -5.084  1.799  0.375
H  0.545  -4.294  2.186  0.322
H  -2.842  0.047  3.137  0.583
H  -3.360  -2.621  3.603  0.459
H  -1.083  -3.740  3.339  0.211
C  -2.027  -0.663  7.107  -1.088
C  -0.538  -0.978  7.068  -0.253
C  0.272  0.142  6.495  0.245
N  -0.198  1.054  5.725  -0.132
N  0.759  1.909  5.238  -0.634
C  1.962  1.630  5.653  0.601
N  3.051  2.338  5.297  -0.425
S  1.996  0.270  6.741  -0.284
H  -2.581  -1.516  7.503  0.380
H  -2.394  -0.438  6.108  0.142
H  -2.226  0.204  7.737  0.327
H  -0.362  -1.864  6.449  0.192
H  -0.166  -1.224  8.066  0.424
H  2.919  3.075  4.596  0.189
H  3.933  1.860  5.258  0.243

## Properties
ΔE to the lowest compared entry with this formula, charge and spin ... 21.6 kcal per mole
HOMO-LUMO gap ... 3.19 eV
Net charge ... 0
Molar mass ... 760.4 u



Molecular formula: C4H8O
Method: DFT, the ωB97M-V functional and the def2-TZVPD basis

Each line ends with the Mulliken charge.
Cartesian coordinates (Å):
C  -1.140  -0.600  0.658  -1.301
C  -0.166  0.014  -0.347  0.928
O  -0.730  0.335  -1.585  -0.565
C  1.260  -0.453  -0.321  -0.605
C  0.876  0.883  0.273  -0.832
H  -0.688  -0.828  1.637  0.343
H  -1.509  -1.539  0.247  0.315
H  -1.995  0.060  0.861  0.326
H  -0.980  1.267  -1.545  0.352
H  1.578  -1.266  0.326  0.220
H  1.768  -0.432  -1.284  0.273
H  0.578  0.880  1.309  0.238
H  1.279  1.807  -0.142  0.308

## Properties
SMILES ... CC1(O)CC1
ΔE to the lowest compared entry with this formula, charge and spin ... 27.5 kcal per mole
HOMO-LUMO gap ... 10.95 eV
Net charge ... 0
Molar mass ... 72.1 u



Molecular formula: C25H24N5O3Pt
Method: DFT, the ωB97M-V functional and the def2-TZVPD basis

Each line ends with the Mulliken charge.
Cartesian coordinates (Å):
Pt  0.257  0.169  -0.328  0.769
C  3.568  -0.272  0.580  -1.201
N  3.197  0.429  -0.661  -0.229
C  3.412  1.882  -0.653  -1.241
C  2.114  2.594  -0.786  0.561
N  0.852  2.069  -0.847  -0.017
C  -0.012  3.160  -1.237  0.326
C  -1.403  3.229  -1.468  -0.071
C  -1.916  4.612  -1.535  -0.659
C  -1.102  5.701  -1.527  -0.407
C  0.307  5.609  -1.475  -1.018
C  0.765  4.350  -1.231  0.325
N  2.097  3.951  -0.903  -0.106
C  2.541  -0.038  1.648  0.435
N  1.280  0.246  1.351  0.006
C  0.593  0.322  2.585  0.956
C  -0.750  0.496  2.841  -0.683
C  -1.158  0.446  4.157  -0.657
C  -0.228  0.236  5.205  -0.474
C  1.110  -0.046  4.925  -0.900
C  1.495  0.059  3.612  0.343
N  2.688  -0.285  2.995  -0.090
H  3.564  -1.354  0.427  0.427
H  4.617  -0.021  0.976  0.424
H  3.613  0.026  -1.492  0.260
H  3.822  2.241  0.282  0.321
H  4.062  2.227  -1.435  0.626
H  -2.044  2.399  -1.598  0.182
H  -2.987  4.836  -1.706  0.356
H  -1.498  6.663  -1.557  0.451
H  0.954  6.483  -1.564  0.370
H  2.894  4.507  -1.277  0.357
H  -1.438  0.669  1.978  0.261
H  -2.222  0.395  4.408  0.368
H  -0.604  0.315  6.245  0.358
H  1.767  -0.368  5.709  0.423
H  3.592  -0.486  3.428  0.275
C  -0.642  -6.860  -0.525  -0.764
O  -1.252  -6.099  -1.563  -0.427
C  -1.437  -4.754  -1.423  0.402
C  -2.458  -4.162  -2.232  -0.632
C  -2.788  -2.866  -2.114  -1.035
C  -1.918  -1.940  -1.509  0.744
C  -2.000  -0.561  -1.903  0.724
C  -3.295  0.037  -2.368  -1.520
O  -0.931  0.178  -1.959  -0.704
C  -0.890  -2.442  -0.675  0.370
O  -0.186  -1.786  0.177  -0.571
C  -0.691  -3.899  -0.620  -0.324
H  -0.858  -7.888  -0.717  0.263
H  -1.064  -6.603  0.459  0.342
H  0.459  -6.706  -0.513  0.286
H  -3.056  -4.911  -2.728  0.428
H  -3.723  -2.490  -2.518  0.426
H  -4.125  -0.184  -1.687  0.340
H  -3.574  -0.403  -3.350  0.389
H  -3.306  1.125  -2.490  0.337
H  -0.065  -4.236  0.183  0.499

## Properties
ΔE to the lowest compared entry with this formula, charge and spin ... 0.0 kcal per mole
HOMO-LUMO gap (alpha / beta) ... 5.58 / 6.05 eV
Net charge ... +1
<S²> ... 2.019
Multiplicity ... 3
Molar mass ... 637.6 u



Molecular formula: C3H10NO3
Method: DFT, the ωB97M-V functional and the def2-TZVPD basis

Each line ends with the Mulliken charge.
Cartesian coordinates (Å):
C  1.045  1.036  -0.043  -0.651
C  0.813  0.250  -1.352  -0.558
O  -0.437  0.344  -1.921  -0.694
N  0.329  0.347  1.082  -0.567
C  -1.135  0.156  0.854  -0.267
O  -1.652  1.135  0.092  -0.846
H  0.485  1.964  -0.220  0.399
H  2.106  1.205  0.148  0.407
H  1.602  0.657  -2.054  0.300
H  1.164  -0.797  -1.376  0.273
H  -1.193  0.728  -1.136  0.451
H  0.265  1.157  1.667  0.317
H  -1.230  -0.887  0.508  -0.046
H  -1.540  0.146  1.872  0.453
H  0.335  -1.968  0.443  0.381
H  -0.907  -2.755  0.513  0.352
O  -0.050  -2.717  0.924  -0.705

## Properties
ΔE to the lowest compared entry with this formula, charge and spin ... 18.1 kcal per mole
HOMO-LUMO gap ... 8.17 eV
Net charge ... -1
Molar mass ... 108.1 u



Molecular formula: C3H12NOS
Method: DFT, the ωB97M-V functional and the def2-TZVPD basis

Each line ends with the Mulliken charge.
Cartesian coordinates (Å):
C  -0.685  -0.639  -0.645  -0.585
C  -1.375  -0.124  0.636  -0.490
C  -1.011  1.379  0.846  -0.727
S  -2.251  2.369  1.722  -0.157
N  0.731  -0.225  -0.429  -0.403
H  -0.676  -1.704  -0.776  0.368
H  -1.191  0.001  -1.407  0.339
H  -1.043  -0.773  1.427  0.409
H  -2.446  -0.195  0.444  0.354
H  -0.990  2.058  -0.097  0.260
H  0.039  1.362  1.154  0.330
H  -2.105  1.821  3.032  0.157
H  1.480  -0.671  -1.135  0.374
H  0.974  0.759  -0.602  0.384
H  1.180  -0.392  0.487  0.379
H  2.926  -1.794  -2.314  0.336
H  3.690  -1.682  -0.944  0.338
O  2.753  -1.552  -1.398  -0.667

## Properties
ΔE to the lowest compared entry with this formula, charge and spin ... 32.7 kcal per mole
HOMO-LUMO gap ... 8.91 eV
Net charge ... +1
Molar mass ... 110.2 u



Molecular formula: C11H17B2MnN7
Method: DFT, the ωB97M-V functional and the def2-TZVPD basis

Each line ends with the Mulliken charge.
Cartesian coordinates (Å):
H  -1.560  0.987  2.860  0.525
N  -1.514  0.415  0.820  -0.340
B  -2.048  -0.015  -1.610  0.136
N  -2.464  0.381  -0.174  0.338
C  -3.673  0.624  0.350  -0.070
Mn  0.389  -0.152  0.425  0.243
H  -4.548  0.561  -0.279  0.454
C  -3.512  0.920  1.703  -1.098
H  -4.266  1.208  2.395  0.404
C  -2.130  0.798  1.965  -0.094
H  -2.965  0.122  -2.368  -0.087
C  3.847  -1.401  1.107  -0.950
H  4.654  -1.370  1.836  0.314
H  4.006  -0.616  0.367  0.249
H  3.794  -2.368  0.609  0.306
N  -1.531  -1.457  -1.483  0.438
N  -0.827  0.824  -2.072  0.341
N  -0.468  -1.744  -0.653  -0.361
N  0.308  0.979  -1.306  -0.372
C  -1.967  -2.567  -2.087  -0.068
C  -0.661  1.429  -3.254  -0.085
H  -2.805  -2.476  -2.778  0.429
H  -1.438  1.331  -3.998  0.438
C  -1.183  -3.622  -1.655  -1.077
C  0.563  2.088  -3.243  -1.048
C  -0.249  -3.079  -0.752  -0.180
C  1.146  1.802  -1.990  -0.095
H  -1.266  -4.648  -1.977  0.381
H  0.962  2.699  -4.020  0.401
H  0.558  -3.527  -0.188  0.488
H  2.072  2.159  -1.567  0.511
H  2.905  -1.207  1.614  0.055
B  2.898  2.061  3.951  -0.030
C  2.123  1.369  2.783  0.262
N  1.543  0.819  1.916  -0.455
H  3.480  3.053  3.531  -0.098
H  3.713  1.249  4.383  -0.100
H  2.112  2.371  4.838  -0.106

## Properties
HOMO-LUMO gap (alpha / beta) ... 9.48 / 9.16 eV
Net charge ... 0
<S²> ... 8.756
Multiplicity ... 6
Molar mass ... 323.9 u



Molecular formula: C4H6O5
Method: DFT, the ωB97M-V functional and the def2-TZVPD basis

Each line ends with the Mulliken charge.
Cartesian coordinates (Å):
C  1.048  -0.256  -0.351  0.595
C  0.787  -1.688  -0.581  -1.269
C  0.015  0.724  0.210  1.002
C  -1.461  0.482  -0.089  0.365
O  2.043  0.376  -0.776  -0.597
O  0.325  0.114  1.600  -0.564
O  -2.227  1.192  0.738  -0.438
O  0.452  1.950  -0.009  -0.738
O  -1.868  -0.276  -0.929  -0.547
H  1.551  1.577  -0.556  0.481
H  0.384  0.893  2.172  0.329
H  -3.159  1.009  0.539  0.366
H  0.128  -2.078  0.189  0.322
H  1.724  -2.238  -0.623  0.395
H  0.258  -1.782  -1.532  0.299

## Properties
ΔE to the lowest compared entry with this formula, charge and spin ... 44.8 kcal per mole
HOMO-LUMO gap ... 10.83 eV
Net charge ... 0
Molar mass ... 134.1 u